Formula: CH4P2
Source: the OMol25 dataset
Level of theory: ωB97M-V/def2-TZVPD

Its frontier orbital gap (spin up / spin down) is 7.46 / 7.63 eV. The energy is -19674.317 eV. The energy relative to the best compared isomer or geometry (same formula, charge and spin) is 81.0 kcal per mole. The value obtained for the LUMO energy (spin up / spin down) is -0.87 / -1.33 eV. The value obtained for the maximum force is 0.096 Eh/bohr.

Last column: Löwdin charge in e.
Geometry (Å):
C1 -0.073 0.281 -0.301  -0.98
P1 -1.174 1.037 0.787  0.75
P2 1.452 -0.324 0.304  0.68
H1 -0.332 0.247 -1.340  -0.03
H2 -1.843 1.478 -0.259  -0.21
H3 1.038 -0.372 1.531  -0.23
H4 0.932 -2.348 -0.722  0.03